Record 1
Computed, not measured: a molecular structure, C13H11F3N3O9S2 at a distorted geometry, with wB97M-V/def2-TZVPD.

The value obtained for the HOMO-LUMO gap is 7.562 eV. As for the net charge: -1. The calculation puts the electronic energy at -2439.27148 a.u. For the lowest unoccupied orbital energy, the calculation gives 0.044 Eh.

```
41
C13H11F3N3O9S2 | the Open Molecules 2025 dataset | wB97M-V/def2-TZVPD
O -1.297 0.434 3.729
S -0.388 1.227 2.970
O -0.521 0.879 1.587
O -0.856 2.747 3.106
N 1.188 1.012 3.338
S 1.674 1.729 4.689
O 3.097 1.671 4.710
O 1.235 3.082 4.891
C 1.179 0.797 6.228
F 1.024 1.670 7.195
F 2.108 -0.066 6.553
F 0.054 0.132 6.124
H -0.111 3.357 2.975
C -0.283 1.066 -4.164
C -0.865 1.187 -2.910
C -0.393 2.132 -2.014
C 0.657 2.950 -2.391
C 1.250 2.838 -3.636
C 0.775 1.888 -4.526
N 1.148 3.964 -1.452
O 0.619 4.019 -0.365
O 2.061 4.687 -1.821
H -0.655 0.329 -4.861
H -1.688 0.544 -2.630
H -0.853 2.214 -1.038
H 2.074 3.477 -3.919
H 1.230 1.789 -5.503
C -1.497 -4.894 0.162
C -0.183 -4.451 0.106
C 0.212 -3.581 -0.896
C -0.718 -3.162 -1.828
C -2.029 -3.600 -1.789
C -2.418 -4.472 -0.787
N -0.306 -2.218 -2.875
O 0.855 -1.866 -2.894
O -1.155 -1.833 -3.663
H -1.805 -5.569 0.950
H 0.532 -4.781 0.847
H 1.235 -3.237 -0.936
H -2.748 -3.270 -2.524
H -3.441 -4.820 -0.742
```

Record 2
Computed, not measured: a single C13H11FIN3 molecule at a distorted geometry, with wB97M-V/def2-TZVPD.

Its energy relative to the best compared isomer or geometry (same formula, charge and spin) is 22.49 kcal per mole. The value obtained for the HOMO-LUMO gap is 8.297 eV. The calculation puts the electronic energy at -1063.76623 a.u. For the lowest unoccupied orbital energy, the calculation gives 0.012 Eh. The SMILES is CCn1cncc1-c1c[nH]c2c(F)cc(I)cc12.

```
29
C13H11FIN3 | the Open Molecules 2025 dataset | wB97M-V/def2-TZVPD
F -2.583 -0.226 -4.186
I -4.104 -3.874 -0.487
N 2.585 -1.368 2.173
C 2.523 -0.129 2.463
C 1.720 -1.513 1.116
C 0.317 -0.180 -0.546
C 0.571 0.850 -1.461
C 1.137 -0.399 0.706
C -3.098 -1.657 -2.410
C -1.530 -2.061 -0.691
C -2.244 -0.737 -2.989
C -2.703 -2.374 -1.312
C -0.727 -1.015 -1.146
C -1.014 -0.490 -2.401
N -0.158 0.558 -2.577
N 1.734 0.627 1.592
C 0.819 2.626 2.822
C 1.427 2.052 1.543
H 3.110 0.286 3.292
H 1.503 -2.446 0.663
H 1.326 1.530 -1.265
H -4.016 -1.968 -2.960
H -1.366 -2.390 0.340
H -0.275 1.113 -3.379
H -0.159 2.208 2.971
H 1.548 2.453 3.505
H 0.695 3.694 2.734
H 2.281 2.704 1.152
H 0.682 2.128 0.740
```

Record 3
Computed, not measured: a molecular structure, C13H11N6O10P2SW at a distorted geometry, with wB97M-V/def2-TZVPD.

Its energy relative to the best compared isomer or geometry (same formula, charge and spin) is 15.63 kcal per mole. The value obtained for the HOMO-LUMO gap (alpha / beta) is 7.075 / 7.231 eV. As for the net charge: +1. The calculation puts the electronic energy at -2731.04111 a.u. For the lowest unoccupied orbital energy (alpha / beta), the calculation gives -0.174 / -0.157 Eh.

```
44
C13H11N6O10P2SW | the Open Molecules 2025 dataset | wB97M-V/def2-TZVPD
W 0.834 0.097 -0.483
N 0.727 2.183 3.215
C 1.342 1.258 2.490
N 0.754 1.237 1.304
C -0.247 2.160 1.388
N -0.293 2.763 2.542
C -1.195 2.289 0.270
C -2.254 3.178 0.263
N -3.115 3.208 -0.752
C -2.932 2.352 -1.742
C -1.872 1.442 -1.755
N -1.011 1.433 -0.750
H 0.929 2.461 4.164
H 2.165 0.643 2.815
H -2.413 3.868 1.081
H -3.639 2.367 -2.562
H -1.721 0.729 -2.555
O -2.162 -2.665 -0.726
P -0.803 -1.992 -0.416
O -0.772 -0.860 0.612
O -0.289 -1.201 -1.649
O 0.190 -3.107 0.033
P 1.464 -2.716 1.075
O 2.570 -3.702 0.565
O 1.067 -2.885 2.458
O 1.868 -1.298 0.580
H -2.260 -3.590 -0.452
H 2.803 -3.541 -0.366
O 4.172 -1.256 -3.197
S 2.828 -1.189 -2.743
O 2.242 -2.359 -2.156
N 2.637 0.084 -1.608
C 1.850 1.080 -2.118
O 1.516 1.929 -1.190
C 1.389 0.864 -3.506
C 0.646 1.683 -4.338
C 0.315 1.199 -5.600
C 0.728 -0.060 -6.020
C 1.496 -0.877 -5.195
C 1.807 -0.390 -3.944
H 0.346 2.674 -4.026
H -0.260 1.823 -6.270
H 0.460 -0.404 -7.010
H 1.839 -1.848 -5.524
```

Q: Look up the electronic energy of the first one.
A: -2439.27148 a.u.